[1]
{
  "formula": "C16H43ClGaO6Si2",
  "method": "ωB97M-V/def2-TZVPD",
  "elements": ["O", "O", "C", "C", "H", "H", "H", "H", "H", "C", "C", "H", "H", "H", "H", "H", "C", "C", "C", "H", "H", "H", "H", "H", "C", "H", "H", "H", "H", "H", "H", "Ga", "C", "Si", "H", "H", "C", "C", "C", "C", "Si", "H", "H", "C", "C", "C", "H", "H", "H", "H", "H", "H", "H", "H", "H", "H", "H", "H", "H", "H", "H", "H", "H", "H", "O", "Cl", "O", "O", "O"],
  "positions_angstrom": [[-0.02271, 0.04528, 1.70941], [2.65341, 1.28523, 0.77968], [-0.97500, 1.09699, 1.93667], [-2.17605, 0.74939, 2.81365], [-1.29011, 1.41762, 0.94007], [-0.39307, 1.91181, 2.39125], [-2.70091, -0.13878, 2.44676], [-2.86486, 1.60502, 2.76814], [-1.89685, 0.59719, 3.86169], [0.21036, -0.83043, 2.82684], [1.10339, -0.19295, 3.86480], [0.65773, -1.73123, 2.41080], [-0.76254, -1.11767, 3.28093], [2.04375, 0.16995, 3.41908], [1.36135, -0.94021, 4.61952], [0.59704, 0.63426, 4.37161], [3.90797, 0.69262, 0.40031], [2.80370, 2.64320, 1.16410], [4.43644, -0.27490, 1.43079], [4.66466, 1.47989, 0.22335], [3.74569, 0.19407, -0.56346], [4.65489, 0.24709, 2.36299], [5.35680, -0.73034, 1.06553], [3.71782, -1.06719, 1.64712], [3.70284, 2.82857, 2.36475], [1.79549, 3.00842, 1.37021], [3.19657, 3.21679, 0.31487], [3.44441, 2.15308, 3.18690], [3.62143, 3.85238, 2.73545], [4.75118, 2.64877, 2.09905], [0.83644, 0.40457, 0.09776], [-1.03180, -1.41817, -0.91012], [0.92898, 0.11471, -1.01419], [1.25758, 1.55135, -2.21460], [1.61968, -0.72630, -1.15223], [-0.03544, 0.07725, -1.66524], [0.49861, 3.16520, -1.63838], [0.42786, 1.08862, -3.86201], [3.02853, 1.86657, -2.74101], [-2.88484, -0.84438, -0.52447], [-4.06007, -1.96536, -1.49370], [-3.05644, 0.20132, -0.83414], [-3.02105, -0.89510, 0.56706], [-3.71558, -1.63349, -3.30248], [-5.85728, -1.60230, -1.11392], [-3.76417, -3.77928, -1.14654], [2.96044, 2.70577, -3.46156], [3.41664, 0.97072, -3.26036], [3.68386, 2.14394, -1.89788], [-0.60042, 3.09745, -1.59313], [0.77894, 3.91340, -2.39974], [0.89796, 3.47203, -0.66068], [-0.56497, 0.61633, -3.77240], [1.09240, 0.41613, -4.42951], [0.31745, 2.03203, -4.41844], [-5.99767, -0.56534, -0.78618], [-6.24086, -2.26941, -0.33121], [-6.45266, -1.76171, -2.02331], [-3.93636, -4.01987, -0.08861], [-2.76171, -4.13985, -1.41051], [-4.49284, -4.35050, -1.74181], [-4.55701, -2.02220, -3.89343], [-2.79353, -2.12460, -3.63771], [-3.63106, -0.55554, -3.48787], [0.66627, -3.95287, 1.45031], [-0.31310, -3.78649, 0.43022], [-0.95520, -5.00249, 0.05859], [-1.32397, -2.75373, 0.86204], [0.29157, -3.12234, -0.80145]],
  "total_charge": 1,
  "orbital_gap_ha": 0.28148,
  "e_homo_ev": -12.62
}

[2]
{
  "formula": "C16H43ClO6Si2Ti",
  "method": "ωB97M-V/def2-TZVPD",
  "elements": ["O", "O", "C", "C", "H", "H", "H", "H", "H", "C", "C", "H", "H", "H", "H", "H", "C", "C", "C", "H", "H", "H", "H", "H", "C", "H", "H", "H", "H", "H", "H", "Ti", "C", "Si", "H", "H", "C", "C", "C", "C", "Si", "H", "H", "C", "C", "C", "H", "H", "H", "H", "H", "H", "H", "H", "H", "H", "H", "H", "H", "H", "H", "H", "H", "H", "O", "Cl", "O", "O", "O"],
  "positions_angstrom": [[-1.05551, 3.16027, -0.47403], [-1.10810, 3.54682, -5.80695], [-2.49816, 3.51942, -0.35368], [-2.81536, 4.46400, 0.79853], [-3.05335, 2.58969, -0.24325], [-2.74802, 3.98569, -1.33286], [-2.66827, 3.99394, 1.76907], [-3.87821, 4.74282, 0.73822], [-2.25381, 5.39987, 0.75078], [-0.21316, 4.08040, -1.32548], [-0.92969, 5.08295, -2.24745], [0.38806, 3.42585, -1.99112], [0.44216, 4.60787, -0.60577], [-1.38324, 4.66814, -3.16405], [-0.13051, 5.72720, -2.60195], [-1.67322, 5.69871, -1.73903], [0.02566, 2.72899, -5.47477], [-2.31825, 2.82359, -6.00199], [1.20221, 3.66454, -5.24379], [0.28023, 1.98178, -6.25549], [-0.18261, 2.18697, -4.53191], [1.28696, 4.39124, -6.05358], [2.14661, 3.11726, -5.13819], [1.09204, 4.24885, -4.32086], [-3.46514, 3.73155, -6.45324], [-2.60311, 2.41890, -5.01805], [-2.22681, 1.99696, -6.72904], [-3.68857, 4.54444, -5.74977], [-4.36986, 3.11277, -6.52955], [-3.30696, 4.19829, -7.43621], [-1.95134, 0.05348, -1.67493], [-0.43327, 1.39712, 0.21835], [-3.05494, 0.17299, -1.81342], [-2.67774, -1.52822, -2.58417], [-3.56556, 0.16190, -0.85010], [-3.28660, 1.09543, -2.28434], [-4.44279, -1.83244, -3.21378], [-1.98046, -2.51969, -1.13401], [-1.13007, -1.18871, -3.66284], [0.46007, 2.20424, 1.83937], [2.25068, 2.45186, 1.26684], [0.42820, 1.74512, 2.83480], [-0.14153, 3.14059, 1.92065], [2.39123, 4.27203, 1.72755], [2.86396, 2.29625, -0.53641], [3.31415, 1.25891, 2.24076], [-1.19316, -0.20635, -4.14090], [-0.95468, -1.94615, -4.42981], [-0.23461, -1.11547, -3.01283], [-5.14834, -1.51355, -2.41776], [-4.76884, -2.83501, -3.54199], [-4.61793, -1.12898, -4.04670], [-2.00706, -1.96034, -0.18942], [-0.92203, -2.74844, -1.27831], [-2.51754, -3.47297, -1.01219], [2.43402, 3.07334, -1.18873], [2.55535, 1.31383, -0.93384], [3.96667, 2.38749, -0.56541], [4.19204, 0.94595, 1.66465], [2.73193, 0.35754, 2.50791], [3.67465, 1.72921, 3.17142], [3.39991, 4.60023, 1.98686], [1.73101, 4.45320, 2.58830], [2.03788, 4.91348, 0.91044], [-0.58742, -2.65516, 2.13892], [0.26807, -1.52146, 1.80063], [0.81521, -0.86838, 2.99487], [0.65990, 0.78504, -0.89153], [-0.87680, -0.31690, 1.15029]],
  "spin_multiplicity": 2,
  "total_charge": 1,
  "orbital_gap_ha": [0.29972, 0.18525],
  "s_squared": 0.7593,
  "e_homo_ev": [-12.17, -12.17]
}

[3]
{
  "formula": "C16H43O5S2",
  "method": "ωB97M-V/def2-TZVPD",
  "elements": ["O", "S", "S", "H", "H", "H", "C", "C", "O", "C", "C", "H", "H", "H", "H", "H", "H", "H", "H", "H", "H", "C", "C", "O", "C", "C", "H", "H", "H", "H", "H", "H", "H", "H", "H", "H", "C", "C", "O", "C", "C", "H", "H", "H", "H", "H", "H", "H", "H", "H", "H", "C", "C", "O", "C", "C", "H", "H", "H", "H", "H", "H", "H", "H", "H", "H"],
  "positions_angstrom": [[5.83296, -1.62436, -0.44905], [4.98180, -0.57347, -1.28477], [3.04130, -1.17644, -1.27737], [5.54236, -2.52731, -0.66982], [4.93023, 0.44562, -0.38536], [3.01230, -1.57484, 0.00431], [4.73268, 2.53264, 2.86486], [4.50909, 3.03790, 1.45091], [3.40396, 2.43728, 0.78713], [2.12890, 2.62898, 1.39962], [1.70705, 4.07632, 1.52987], [4.80821, 1.44316, 2.88112], [5.65450, 2.95077, 3.26808], [3.92052, 2.81963, 3.53202], [5.37944, 2.80126, 0.83289], [4.41008, 4.12688, 1.44331], [2.09386, 2.12939, 2.37317], [1.42610, 2.10621, 0.75136], [2.32253, 4.63188, 2.23921], [0.67719, 4.10810, 1.88244], [1.76332, 4.58623, 0.56765], [-3.03374, 2.28444, -0.67119], [-2.00488, 1.57161, 0.18805], [-1.45750, 2.37252, 1.22128], [-2.38269, 2.85515, 2.18459], [-3.10360, 1.75940, 2.95009], [-2.62248, 3.21483, -1.06414], [-3.32580, 1.64860, -1.50697], [-3.93606, 2.52816, -0.10970], [-1.15705, 1.28117, -0.43595], [-2.42277, 0.64814, 0.60459], [-3.10239, 3.53550, 1.71774], [-1.78537, 3.45254, 2.87397], [-3.77634, 1.18635, 2.31040], [-3.70288, 2.19597, 3.74856], [-2.38633, 1.06540, 3.39117], [-1.42600, -2.77430, -4.66626], [-1.71130, -1.28352, -4.64447], [-1.02201, -0.57835, -3.61941], [0.38254, -0.62107, -3.67793], [0.98317, -0.02333, -4.94028], [-1.61175, -3.21291, -3.68482], [-2.07187, -3.26416, -5.39393], [-0.39348, -2.99266, -4.94480], [-2.76629, -1.11193, -4.43755], [-1.50358, -0.83656, -5.62212], [0.74206, -1.65200, -3.53506], [0.71298, -0.04126, -2.81128], [0.74204, -0.61308, -5.82442], [2.07159, 0.01856, -4.86158], [0.60580, 0.98697, -5.09711], [-1.50116, -4.75310, 3.11217], [-2.62357, -4.61593, 2.09741], [-3.18645, -3.31765, 2.03180], [-2.30811, -2.27742, 1.65943], [-1.70741, -2.44886, 0.27193], [-1.83021, -4.40851, 4.09278], [-1.19840, -5.79716, 3.19254], [-0.61995, -4.17328, 2.83075], [-3.45172, -5.26616, 2.37592], [-2.28637, -4.94038, 1.10587], [-1.51929, -2.14692, 2.41102], [-2.91501, -1.37184, 1.68245], [-1.03056, -3.30469, 0.22594], [-1.14090, -1.55781, -0.00583], [-2.49330, -2.60630, -0.46719]],
  "total_charge": 1,
  "orbital_gap_ha": 0.25217,
  "e_homo_ev": -11.51
}